{"formula": "C29H23N3O4PSe2W", "method": "wB97M-V/def2-TZVPD", "spin_multiplicity": 3, "charge": 3, "homo_lumo_gap_ha": [0.241, 0.226], "s_squared": 2.019, "lumo_ev": [-9.65, -10.14], "symbols": ["W", "Se", "Se", "P", "O", "O", "O", "O", "N", "N", "N", "C", "C", "C", "C", "C", "C", "C", "C", "C", "C", "C", "C", "C", "C", "C", "C", "C", "C", "C", "C", "C", "C", "C", "C", "C", "C", "C", "C", "C", "H", "H", "H", "H", "H", "H", "H", "H", "H", "H", "H", "H", "H", "H", "H", "H", "H", "H", "H", "H", "H", "H", "H"], "positions_angstrom": [[-11.12, -8.28, 13.68], [-11.72, -10.57, 12.71], [-12.07, -7.40, 11.53], [-12.69, -9.46, 11.11], [-7.11, -8.69, 12.05], [-11.79, -6.33, 14.86], [-11.40, -4.11, 15.12], [-9.25, -9.02, 12.63], [-10.39, -9.28, 15.48], [-9.59, -6.56, 13.48], [-12.92, -8.58, 14.82], [-8.38, -6.87, 12.95], [-11.02, -10.70, 17.25], [-9.91, -5.32, 13.85], [-15.06, -8.92, 16.49], [-16.51, -10.27, 12.00], [-11.80, -8.89, 8.60], [-7.83, -4.56, 13.07], [-11.21, -5.28, 14.61], [-9.05, -4.30, 13.58], [-15.02, -8.92, 10.07], [-8.68, -10.32, 16.72], [-12.23, -9.87, 9.47], [-11.58, -9.24, 7.25], [-17.16, -9.77, 10.88], [-7.49, -5.89, 12.79], [-15.24, -8.35, 15.24], [-11.35, -9.74, 16.27], [-16.40, -9.11, 9.91], [-14.43, -9.58, 11.15], [-15.14, -10.24, 12.13], [-9.10, -9.54, 15.65], [-12.37, -11.20, 9.12], [-12.73, -9.24, 16.02], [-9.66, -10.99, 17.39], [-14.14, -8.19, 14.43], [-12.00, -11.55, 7.85], [-11.60, -10.61, 6.93], [-13.75, -9.40, 16.84], [-8.29, -8.28, 12.50], [-9.37, -3.29, 13.68], [-16.89, -8.60, 9.11], [-11.73, -7.88, 8.93], [-7.59, -10.49, 16.76], [-15.89, -9.01, 17.12], [-13.69, -9.91, 17.80], [-8.35, -9.20, 14.91], [-14.74, -10.74, 12.95], [-14.43, -8.34, 9.39], [-12.22, -4.01, 15.65], [-16.21, -8.02, 14.92], [-11.45, -8.38, 6.65], [-17.15, -10.74, 12.79], [-6.45, -8.09, 11.68], [-11.84, -11.16, 17.75], [-12.14, -12.56, 7.53], [-7.16, -3.80, 12.90], [-11.36, -10.91, 5.94], [-14.14, -7.69, 13.50], [-9.39, -11.64, 18.21], [-6.50, -6.03, 12.46], [-18.24, -9.71, 10.78], [-12.69, -11.98, 9.79]]}


{"formula": "C29H24BrF4N4O3PPtS2", "method": "wB97M-V/def2-TZVPD", "relative_energy_kj_mol": 147.1, "charge": 2, "homo_lumo_gap_ha": [0.216, 0.216], "lumo_ev": [-8.61, -8.61], "symbols": ["Pt", "Br", "S", "S", "P", "F", "F", "F", "F", "O", "O", "O", "N", "N", "N", "N", "C", "C", "C", "C", "C", "C", "C", "C", "C", "C", "C", "C", "C", "C", "C", "C", "C", "C", "C", "C", "C", "C", "C", "C", "C", "C", "C", "C", "C", "H", "H", "H", "H", "H", "H", "H", "H", "H", "H", "H", "H", "H", "H", "H", "H", "H", "H", "H", "H", "H", "H", "H", "H"], "positions_angstrom": [[0.08, -0.24, 0.25], [-1.77, 1.06, -1.43], [-2.91, 1.42, 1.82], [0.18, -1.66, -3.99], [0.98, 2.01, 0.46], [-0.33, 6.77, -0.65], [-2.63, 6.07, -1.90], [1.29, 4.90, 0.35], [-3.24, 3.46, -2.22], [-3.07, 2.76, 1.35], [0.13, -0.33, 2.81], [-3.69, 0.37, 1.21], [-1.69, -1.67, 0.38], [0.84, -0.79, -1.45], [1.39, -1.69, 0.91], [-1.30, 0.96, 1.69], [0.89, -2.86, 1.67], [0.32, 3.43, 2.77], [0.17, 4.52, -0.26], [-1.70, 0.09, 5.26], [2.54, 2.23, -0.39], [1.47, 3.07, 4.85], [-0.26, -3.54, 0.95], [4.90, 2.55, -1.80], [-2.96, 1.24, 3.57], [-1.31, 2.84, -1.05], [0.50, 3.73, 4.11], [3.78, 2.01, -2.44], [2.61, 1.84, -1.73], [2.12, 1.81, 2.92], [0.51, -1.15, -2.55], [4.83, 2.94, -0.47], [1.16, 2.49, 2.16], [-2.14, 3.81, -1.57], [-3.85, 1.09, 5.75], [-0.65, 5.51, -0.78], [-1.83, 5.15, -1.42], [2.27, 2.10, 4.26], [-2.73, 0.36, 6.15], [3.66, 2.78, 0.25], [-3.98, 1.55, 4.45], [-1.57, -2.84, 1.26], [-1.83, 0.55, 3.96], [-0.90, 0.35, 2.83], [-0.15, 3.17, -0.36], [-0.12, 4.48, 4.58], [2.74, 1.06, 2.44], [-1.60, -2.52, 2.30], [0.60, -2.51, 2.66], [3.61, 3.11, 1.28], [1.71, -3.57, 1.78], [1.74, 1.40, -2.21], [-2.47, -1.06, 0.66], [2.03, -1.15, 1.49], [-1.86, -1.97, -0.58], [-2.67, -0.01, 7.16], [5.70, 3.39, 0.00], [-2.41, -3.52, 1.10], [3.84, 1.72, -3.47], [-0.08, -3.53, -0.13], [1.61, 3.31, 5.90], [-4.85, 2.11, 4.13], [-4.64, 1.29, 6.46], [-0.32, -4.58, 1.26], [3.01, 1.57, 4.85], [-0.45, 3.93, 2.21], [1.86, -1.99, 0.05], [-0.82, -0.46, 5.56], [5.83, 2.66, -2.35]]}


{"formula": "C29H24CaCl2N3O3P", "method": "wB97M-V/def2-TZVPD", "relative_energy_kj_mol": 157.9, "homo_lumo_gap_ha": 0.278, "lumo_ev": -0.05, "symbols": ["Ca", "Cl", "Cl", "P", "O", "O", "O", "N", "N", "N", "C", "C", "C", "C", "C", "C", "C", "C", "C", "C", "C", "C", "C", "C", "C", "C", "C", "C", "C", "C", "C", "C", "C", "C", "C", "C", "C", "C", "C", "H", "H", "H", "H", "H", "H", "H", "H", "H", "H", "H", "H", "H", "H", "H", "H", "H", "H", "H", "H", "H", "H", "H", "H"], "positions_angstrom": [[1.36, 0.66, -2.14], [5.70, 2.06, -3.47], [3.18, 1.41, -4.70], [0.47, -0.44, 0.51], [-0.56, -1.19, -2.93], [5.41, -0.91, -2.46], [3.40, -0.04, -2.18], [-2.77, -1.06, -2.36], [-1.80, 2.74, -1.36], [-1.26, 0.81, -2.42], [2.71, -2.00, 0.66], [-1.51, -0.54, -2.61], [-1.21, -1.11, 0.98], [0.63, 3.41, 1.89], [0.57, 0.99, 1.60], [-2.96, -2.50, -2.43], [1.47, -1.70, 1.29], [-3.55, -0.82, 1.55], [0.76, 2.25, 1.04], [-3.80, -0.24, -1.95], [-1.48, -2.44, 0.60], [-3.78, -2.16, 1.40], [1.18, 3.69, -0.81], [0.96, 4.85, -0.07], [-2.76, -2.95, 0.88], [0.40, 0.84, 2.98], [4.71, 0.71, -4.00], [-3.50, 1.05, -1.61], [3.46, -3.11, 1.05], [2.99, -3.97, 2.00], [-2.21, 1.56, -1.83], [4.50, -0.20, -2.76], [0.41, 1.94, 3.84], [1.03, -2.60, 2.24], [1.14, 2.42, -0.37], [1.75, -3.70, 2.60], [0.78, 4.70, 1.26], [-2.25, -0.33, 1.44], [0.42, 3.20, 3.25], [3.12, -1.30, -0.11], [1.38, -4.29, 3.35], [0.34, 1.96, 4.97], [0.48, 4.00, 3.93], [-2.33, -2.98, -1.73], [-0.86, 2.99, -1.28], [1.21, 5.73, -0.62], [-4.76, -0.68, -1.82], [0.18, -0.14, 3.42], [-0.65, -3.02, 0.25], [-2.52, 3.32, -0.92], [4.35, -3.27, 0.51], [0.76, 5.55, 1.92], [1.62, 3.86, -1.80], [-2.05, 0.69, 1.70], [3.56, -4.80, 2.33], [-4.28, 1.60, -1.09], [-4.34, -0.09, 1.94], [-4.79, -2.55, 1.52], [-2.69, -2.80, -3.45], [-3.96, -2.77, -2.11], [-2.99, -3.95, 0.64], [5.20, 0.19, -4.84], [-0.01, -2.55, 2.70]]}


Repeat the first record exactly.
{"formula": "C29H23N3O4PSe2W", "method": "wB97M-V/def2-TZVPD", "spin_multiplicity": 3, "charge": 3, "homo_lumo_gap_ha": [0.241, 0.226], "s_squared": 2.019, "lumo_ev": [-9.65, -10.14], "symbols": ["W", "Se", "Se", "P", "O", "O", "O", "O", "N", "N", "N", "C", "C", "C", "C", "C", "C", "C", "C", "C", "C", "C", "C", "C", "C", "C", "C", "C", "C", "C", "C", "C", "C", "C", "C", "C", "C", "C", "C", "C", "H", "H", "H", "H", "H", "H", "H", "H", "H", "H", "H", "H", "H", "H", "H", "H", "H", "H", "H", "H", "H", "H", "H"], "positions_angstrom": [[-11.12, -8.28, 13.68], [-11.72, -10.57, 12.71], [-12.07, -7.40, 11.53], [-12.69, -9.46, 11.11], [-7.11, -8.69, 12.05], [-11.79, -6.33, 14.86], [-11.40, -4.11, 15.12], [-9.25, -9.02, 12.63], [-10.39, -9.28, 15.48], [-9.59, -6.56, 13.48], [-12.92, -8.58, 14.82], [-8.38, -6.87, 12.95], [-11.02, -10.70, 17.25], [-9.91, -5.32, 13.85], [-15.06, -8.92, 16.49], [-16.51, -10.27, 12.00], [-11.80, -8.89, 8.60], [-7.83, -4.56, 13.07], [-11.21, -5.28, 14.61], [-9.05, -4.30, 13.58], [-15.02, -8.92, 10.07], [-8.68, -10.32, 16.72], [-12.23, -9.87, 9.47], [-11.58, -9.24, 7.25], [-17.16, -9.77, 10.88], [-7.49, -5.89, 12.79], [-15.24, -8.35, 15.24], [-11.35, -9.74, 16.27], [-16.40, -9.11, 9.91], [-14.43, -9.58, 11.15], [-15.14, -10.24, 12.13], [-9.10, -9.54, 15.65], [-12.37, -11.20, 9.12], [-12.73, -9.24, 16.02], [-9.66, -10.99, 17.39], [-14.14, -8.19, 14.43], [-12.00, -11.55, 7.85], [-11.60, -10.61, 6.93], [-13.75, -9.40, 16.84], [-8.29, -8.28, 12.50], [-9.37, -3.29, 13.68], [-16.89, -8.60, 9.11], [-11.73, -7.88, 8.93], [-7.59, -10.49, 16.76], [-15.89, -9.01, 17.12], [-13.69, -9.91, 17.80], [-8.35, -9.20, 14.91], [-14.74, -10.74, 12.95], [-14.43, -8.34, 9.39], [-12.22, -4.01, 15.65], [-16.21, -8.02, 14.92], [-11.45, -8.38, 6.65], [-17.15, -10.74, 12.79], [-6.45, -8.09, 11.68], [-11.84, -11.16, 17.75], [-12.14, -12.56, 7.53], [-7.16, -3.80, 12.90], [-11.36, -10.91, 5.94], [-14.14, -7.69, 13.50], [-9.39, -11.64, 18.21], [-6.50, -6.03, 12.46], [-18.24, -9.71, 10.78], [-12.69, -11.98, 9.79]]}


Number 2 is which compound?
C29H24BrF4N4O3PPtS2